{"formula": "C11H14F3MoN6O5S", "method": "the ωB97M-V functional and the def2-TZVPD basis", "species": ["Mo", "N", "C", "C", "O", "N", "C", "C", "O", "O", "H", "H", "H", "H", "H", "H", "N", "C", "N", "O", "H", "H", "H", "H", "O", "S", "N", "F", "C", "F", "F", "C", "C", "C", "N", "C", "C", "H", "H", "H", "H"], "xyz": [[0.059, 0.858, 0.008], [-1.929, 1.348, 0.878], [-2.078, 2.821, 1.038], [-0.743, 3.307, 1.543], [-0.494, 4.239, 2.217], [0.318, 2.387, 1.115], [1.433, 2.243, 2.070], [1.871, 0.786, 2.028], [2.922, 0.319, 2.248], [0.809, -0.040, 1.493], [-2.696, 0.960, 0.330], [-1.978, 0.916, 1.803], [-2.866, 3.079, 1.743], [-2.303, 3.271, 0.071], [1.098, 2.530, 3.071], [2.280, 2.878, 1.804], [3.104, 2.469, -1.884], [3.014, 1.385, -1.147], [4.043, 0.669, -0.763], [1.812, 0.979, -0.766], [3.997, 2.834, -2.194], [2.272, 2.942, -2.200], [4.989, 0.892, -1.049], [3.916, -0.105, -0.123], [-2.613, 0.048, -2.804], [-1.727, 1.167, -2.846], [-0.873, 1.321, -1.571], [-2.909, -5.343, -1.194], [-1.667, -5.252, -0.728], [-0.827, -5.790, -1.602], [-1.583, -5.899, 0.428], [-1.337, -3.775, -0.510], [-0.476, -3.101, -1.366], [-0.251, -1.761, -1.140], [-0.833, -1.094, -0.120], [-1.635, -1.760, 0.729], [-1.920, -3.096, 0.553], [0.004, -3.605, -2.194], [0.410, -1.199, -1.795], [-2.039, -1.225, 1.576], [-2.575, -3.603, 1.250]], "forces_ev_per_a": [[0.3, 0.3, 0.5], [0.0, -0.1, 0.0], [-0.1, -0.1, 0.0], [0.1, 0.0, 0.0], [-0.1, 0.0, 0.0], [-0.2, -0.2, -0.1], [0.0, 0.0, 0.0], [-0.3, -0.3, -0.1], [0.0, 0.0, 0.1], [0.1, 0.5, -0.2], [0.0, 0.0, 0.0], [-0.1, 0.0, 0.0], [0.0, 0.0, 0.0], [0.0, 0.0, 0.0], [0.1, 0.0, 0.0], [0.0, 0.0, 0.0], [0.0, 0.0, 0.0], [0.0, 0.0, 0.1], [-0.1, 0.0, 0.0], [0.0, -0.1, -0.2], [0.0, 0.0, 0.0], [0.0, 0.0, 0.0], [0.0, 0.0, 0.0], [0.0, 0.0, 0.0], [0.0, 0.0, 0.0], [-0.1, 0.0, -0.1], [0.1, -0.1, 0.1], [0.0, 0.0, 0.0], [0.0, 0.0, 0.0], [0.0, 0.0, 0.0], [0.0, 0.0, 0.0], [0.0, 0.0, 0.0], [0.0, 0.0, 0.0], [-0.1, 0.0, 0.0], [0.1, -0.1, -0.1], [0.0, 0.0, 0.0], [0.0, 0.0, 0.0], [0.0, 0.0, 0.0], [0.0, 0.0, 0.0], [0.0, 0.0, 0.0], [0.0, 0.0, 0.0]], "mulliken_charge": [0.503, -0.354, -0.338, 0.239, -0.386, 0.307, -0.419, 0.363, -0.381, -0.355, 0.370, 0.356, 0.464, 0.286, 0.463, 0.371, -0.358, 0.618, -0.322, -0.379, 0.237, 0.220, 0.250, 0.240, -0.267, 0.582, -0.176, -0.205, 0.726, -0.240, -0.217, 0.326, -0.839, -0.067, 0.323, -0.047, -0.979, 0.542, 0.576, 0.442, 0.523], "total_charge": 3, "energy_ha": -1897.272393, "e_lumo_ev": -13.527, "molar_mass_g_mol": 495.3, "e_homo_ev": -20.218}

***

{"formula": "C11H14N2", "method": "the ωB97M-V functional and the def2-TZVPD basis", "species": ["C", "C", "C", "C", "N", "N", "H", "H", "H", "H", "H", "H", "C", "C", "C", "C", "C", "C", "C", "H", "H", "H", "H", "H", "H", "H", "H"], "xyz": [[0.066, -2.474, -2.104], [2.885, -0.372, -1.508], [1.150, -1.471, -2.238], [1.251, -0.328, -3.007], [2.161, -1.425, -1.284], [2.372, 0.307, -2.603], [3.783, 0.036, -1.081], [2.644, 1.266, -2.769], [0.672, -0.158, -3.899], [-0.277, -2.723, -1.096], [0.433, -3.474, -2.318], [-0.772, -2.158, -2.720], [-1.816, -0.026, 3.622], [-1.390, 0.459, 2.272], [-0.300, -0.093, 1.597], [-2.067, 1.551, 1.679], [0.406, 0.725, 0.714], [-1.542, 2.182, 0.564], [-0.267, 1.806, 0.165], [-2.846, 0.305, 3.814], [-1.335, 0.519, 4.446], [-0.077, -1.114, 1.889], [-2.948, 1.937, 2.161], [1.347, 0.400, 0.305], [-2.111, 2.965, 0.087], [0.231, 2.426, -0.576], [-1.651, -1.067, 3.889]], "forces_ev_per_a": [[0.1, -0.7, -0.1], [-1.1, 0.5, -1.9], [0.6, 1.4, 1.7], [-0.9, -2.0, -0.4], [0.4, -0.8, 0.4], [1.1, 0.9, 1.0], [0.1, -0.4, 0.6], [-0.2, -0.2, -0.5], [0.1, 0.7, 0.0], [0.0, 1.2, 0.3], [0.0, -0.2, -1.0], [-0.2, -0.5, -0.1], [-0.8, 0.7, 0.9], [-0.6, 0.5, -0.6], [-0.1, 0.5, 1.0], [0.8, -0.5, 0.6], [-1.1, -1.1, -0.6], [0.1, -0.5, 0.6], [0.5, 1.0, -0.4], [-0.1, -0.7, -0.2], [0.6, 0.1, -0.4], [0.9, 0.2, 0.0], [-0.3, 0.0, 0.0], [0.1, 0.0, 0.0], [0.2, 0.2, -0.1], [0.0, -0.2, -0.1], [-0.2, -0.2, -0.5]], "mulliken_charge": [-1.143, -0.294, 0.860, -0.704, -0.597, -0.046, 0.405, 0.243, 0.393, 0.247, 0.304, 0.320, -1.298, 0.641, -0.495, -0.373, -0.524, -0.659, -0.074, 0.336, 0.276, 0.403, 0.328, 0.355, 0.394, 0.343, 0.357], "de_lowest_kj_mol": 95.14, "total_charge": 0, "energy_ha": -537.033813, "e_lumo_ev": 0.804, "molar_mass_g_mol": 174.2, "e_homo_ev": -8.526}

***

{"formula": "C11H14N2", "method": "the ωB97M-V functional and the def2-TZVPD basis", "species": ["C", "C", "C", "C", "C", "C", "C", "C", "C", "C", "C", "N", "N", "H", "H", "H", "H", "H", "H", "H", "H", "H", "H", "H", "H", "H", "H"], "xyz": [[3.435, 0.824, -0.561], [3.445, -0.512, -0.410], [2.245, 1.510, -0.105], [2.413, -1.295, 0.130], [1.216, 0.768, 0.435], [1.239, -0.724, 0.512], [-1.362, -0.997, -0.885], [-1.030, -1.782, 0.377], [-1.805, 0.494, -0.432], [-1.109, 1.045, 0.797], [-3.293, 0.581, -0.105], [0.105, 1.483, 0.869], [0.152, -1.325, 1.088], [4.317, 1.314, -0.971], [4.274, -1.205, -0.651], [2.110, 2.549, -0.255], [2.611, -2.298, 0.075], [-0.398, -0.840, -1.461], [-2.135, -1.490, -1.468], [-1.925, -1.877, 0.915], [-0.614, -2.903, 0.168], [-1.519, 1.026, -1.255], [-1.757, 1.272, 1.580], [-3.902, 0.242, -0.993], [-3.561, 1.727, -0.027], [-3.400, 0.241, 0.923], [0.248, 2.174, 1.710]], "forces_ev_per_a": [[-1.0, 1.9, 0.6], [0.7, -2.9, 0.4], [1.8, -2.1, -0.7], [0.6, 2.4, -0.7], [1.0, -0.3, -1.2], [-2.7, 1.9, 0.9], [1.5, 1.1, 0.9], [3.6, -2.4, -2.2], [0.0, -2.6, 2.0], [-0.9, -2.7, -1.8], [-0.2, 3.1, -1.4], [1.6, 2.8, 3.0], [-0.9, 0.8, 0.7], [-0.5, 0.2, 0.1], [0.0, 1.2, -0.3], [0.0, 0.9, 0.0], [-0.2, -2.5, 0.4], [-1.2, -0.4, 0.3], [0.0, 0.2, -0.2], [-0.9, -0.1, 1.6], [-1.7, 2.0, -0.3], [0.5, 2.0, -2.1], [-0.9, 0.7, 1.3], [0.3, -0.3, 1.6], [0.4, -2.0, -0.1], [-0.9, -0.8, -0.4], [0.1, -2.0, -2.2]], "mulliken_charge": [-0.753, -0.327, -0.335, -0.919, 0.321, 0.504, -0.749, -0.604, 0.244, -0.820, -1.422, 0.009, -0.626, 0.353, 0.258, 0.473, 0.530, 0.299, 0.490, 0.416, 0.277, 0.548, 0.439, 0.378, 0.320, 0.366, 0.330], "de_lowest_kj_mol": 455.34, "total_charge": 0, "energy_ha": -536.896617, "e_lumo_ev": [0.399, -0.011], "molar_mass_g_mol": 174.2, "e_homo_ev": [-7.737, -6.423]}

***

{"formula": "C11H14N2", "method": "the ωB97M-V functional and the def2-TZVPD basis", "species": ["C", "C", "C", "C", "C", "C", "C", "H", "H", "H", "H", "H", "H", "H", "H", "C", "C", "C", "C", "N", "N", "H", "H", "H", "H", "H", "H"], "xyz": [[-2.765, 1.142, 2.162], [0.981, 1.349, 1.913], [1.159, 1.985, 0.689], [-0.296, 1.120, 2.396], [-1.409, 1.454, 1.622], [0.068, 2.461, -0.001], [-1.221, 2.195, 0.466], [1.861, 1.049, 2.475], [2.177, 2.133, 0.366], [-0.445, 0.598, 3.336], [0.110, 3.103, -0.879], [-3.109, 0.107, 2.079], [-3.577, 1.719, 1.734], [-2.083, 2.394, -0.153], [-2.872, 1.370, 3.225], [-0.745, -2.221, -3.143], [0.885, -1.764, -0.004], [0.243, -1.975, -2.045], [1.585, -1.730, -2.089], [-0.177, -1.994, -0.738], [1.973, -1.582, -0.779], [0.817, -1.655, 1.067], [2.927, -1.407, -0.518], [2.292, -1.694, -2.901], [-1.647, -1.667, -2.933], [-0.940, -3.289, -3.232], [-0.292, -1.908, -4.081]], "forces_ev_per_a": [[-1.2, -0.1, 0.5], [0.0, -0.1, 0.0], [0.4, 0.2, 0.4], [0.1, -0.4, -0.3], [0.0, 0.4, 0.7], [-1.0, 0.4, -0.3], [0.3, -0.9, -0.1], [-0.2, 0.0, 0.0], [0.0, 0.2, -0.3], [0.0, 0.1, 0.0], [0.5, -0.4, 0.0], [0.5, -0.1, -0.2], [0.1, 0.3, -0.5], [-0.1, 0.5, 0.0], [0.5, 0.0, 0.1], [1.1, -0.1, 0.0], [-0.8, 0.1, -0.1], [-0.2, -0.1, 0.1], [-0.3, -0.1, -0.2], [0.0, 0.0, 0.2], [0.7, -0.1, -0.1], [0.5, 0.0, 0.0], [-0.1, 0.0, 0.3], [-0.1, 0.1, 0.0], [-0.3, 0.0, -0.1], [-0.3, 0.0, 0.1], [-0.2, 0.1, -0.2]], "mulliken_charge": [-1.539, -0.538, -0.411, -0.404, 1.017, -0.572, -0.427, 0.386, 0.425, 0.340, 0.359, 0.300, 0.391, 0.323, 0.350, -1.007, -0.365, 0.653, -0.575, -0.578, -0.003, 0.490, 0.184, 0.376, 0.291, 0.240, 0.293], "de_lowest_kj_mol": 17.15, "total_charge": 0, "energy_ha": -537.063516, "e_lumo_ev": 0.822, "molar_mass_g_mol": 174.2, "e_homo_ev": -8.446}

***

| no. | maximum force (Eh/bohr) |
| --- | --- |
| 1 | 0.0125 |
| 2 | 0.0451 |
| 3 | 0.0943 |
| 4 | 0.0256 |